No. 1
An isolated ion of composition C4H9N and charge -1. Source: OMol25; level of theory: wB97M-V/def2-TZVPD.

Structure (XYZ):
```
14
Properties=species:S:1:pos:R:3:forces:R:3
C -1.262 -0.933 -1.763 0.04 0.49 -0.70
C -0.542 0.299 -1.119 -1.12 1.98 -2.89
C 0.511 0.078 -0.129 0.20 -1.06 -2.99
C 0.306 0.594 1.049 0.48 -1.48 3.64
N 1.102 0.071 2.145 -2.02 2.46 0.96
H -2.209 -0.768 -2.300 -0.18 0.90 0.53
H -1.510 -1.526 -0.907 0.03 -1.33 -0.01
H -0.745 -1.396 -2.662 0.29 -0.01 1.75
H -0.016 0.753 -2.041 -0.93 0.22 1.12
H -1.299 1.082 -0.641 1.34 -1.66 -1.36
H 1.430 -0.433 -0.559 -0.99 0.74 1.23
H -0.673 0.939 1.389 0.50 0.26 -0.54
H 1.317 0.864 2.774 0.06 -0.73 -0.31
H 1.909 -0.239 1.711 2.27 -0.79 -0.43
```
Positions in Å, forces in eV/Å.

relative energy (zero: lowest compared OMol25 entry of this formula, charge and spin)	143.8	kJ/mol
<S²>	0.751
lowest unoccupied orbital energy (alpha / beta)	0.1596 / 0.1569	Eh
multiplicity	2
E_HOMO (alpha / beta)	1.53 / -4.25	eV
total charge	-1

Atomic partial charges in e from the natural (NBO) method, atoms 1 to 6: -0.688, -0.505, -0.392, -0.459, -0.897, 0.186



No. 2
One molecule with the formula C4H9N. Source: OMol25; level of theory: wB97M-V/def2-TZVPD.

Structure (XYZ):
```
14
Properties=species:S:1:pos:R:3:forces:R:3
C -1.049 2.059 0.583 0.21 -0.71 0.17
C -0.569 1.218 -0.327 -0.69 0.13 -0.15
C -0.603 -0.284 -0.169 1.21 0.59 -0.18
N 0.678 -0.864 -0.632 -0.49 -0.56 0.40
C 1.297 -1.752 0.354 -1.03 -0.15 -0.36
H -1.135 3.124 0.466 0.19 0.19 -0.16
H -1.369 1.640 1.532 -0.19 0.15 0.04
H -0.213 1.597 -1.282 -0.01 -0.01 -0.06
H -0.739 -0.470 0.899 -0.21 -0.31 -0.05
H -1.415 -0.716 -0.752 -0.25 -0.01 0.14
H 1.270 -0.146 -0.975 0.67 0.53 0.02
H 0.717 -2.681 0.286 0.32 -0.09 0.32
H 2.338 -1.992 0.163 0.04 0.21 -0.24
H 1.182 -1.368 1.374 0.23 0.02 0.11
```
Positions in Å, forces in eV/Å.

relative energy (zero: lowest compared OMol25 entry of this formula, charge and spin)	104.2	kJ/mol
lowest unoccupied orbital energy	0.0454	Eh
SMILES	C=CCNC
E_HOMO	-8.66	eV

Atomic partial charges in e from the natural (NBO) method, atoms 1 to 6: -0.392, -0.179, -0.258, -0.629, -0.410, 0.202



No. 3
One molecule with the formula C4H9N. Source: OMol25; level of theory: wB97M-V/def2-TZVPD.

Structure (XYZ):
```
14
Properties=species:S:1:pos:R:3:forces:R:3
C 0.194 1.404 1.592 0.93 0.49 0.13
C 0.906 0.342 1.243 -1.20 -0.58 -0.18
C 0.747 -0.374 -0.081 -0.62 0.00 0.23
N -0.500 -0.072 -0.741 -0.54 0.17 0.22
C -1.160 -1.050 -1.610 1.15 1.12 -0.03
H 0.583 1.977 2.429 -0.74 -0.16 0.36
H -0.613 1.816 1.004 0.15 0.12 -0.19
H 1.473 -0.154 2.019 0.89 0.28 -0.26
H 1.622 -0.079 -0.678 0.16 -0.42 -0.08
H 0.723 -1.454 0.085 0.44 0.03 -0.04
H -0.595 0.874 -1.067 0.17 -0.01 -0.06
H -1.168 -0.646 -2.624 -0.34 -0.17 -0.18
H -0.523 -1.929 -1.664 -0.39 -0.41 0.15
H -2.174 -1.227 -1.266 -0.05 -0.45 -0.09
```
Positions in Å, forces in eV/Å.

relative energy (zero: lowest compared OMol25 entry of this formula, charge and spin)	132.9	kJ/mol
lowest unoccupied orbital energy	0.0434	Eh
SMILES	C=CCNC
E_HOMO	-8.35	eV

Atomic partial charges in e from the natural (NBO) method, atoms 1 to 6: -0.409, -0.178, -0.250, -0.655, -0.400, 0.198



No. 4
A 2-piece molecular cluster, C4H9N overall. Source: OMol25; level of theory: wB97M-V/def2-TZVPD.

Structure (XYZ):
```
14
Properties=species:S:1:pos:R:3:forces:R:3
C 0.488 -3.219 1.291 0.45 -0.44 -0.03
C -0.610 -2.500 1.389 -0.19 0.64 -0.15
C -0.623 -1.043 1.776 -0.55 -0.01 1.00
H 0.472 -4.291 1.135 -0.09 0.06 -0.15
H 1.470 -2.773 1.404 -0.03 0.04 0.04
H -1.587 -2.955 1.265 0.07 -0.14 0.02
H 0.059 -0.352 1.302 0.34 -0.23 -0.46
H -1.620 -0.606 1.716 0.00 -0.09 -0.21
H -0.381 -1.018 2.847 0.01 0.17 -0.06
C 0.699 4.039 -2.746 -0.02 0.88 0.22
N 0.090 2.981 -2.457 0.16 -0.50 0.09
H 1.259 4.577 -1.982 0.02 -0.24 0.23
H 0.670 4.590 -3.684 -0.05 -0.33 -0.46
H -0.387 2.568 -3.257 -0.11 0.19 -0.07
```
Positions in Å, forces in eV/Å.

relative energy (zero: lowest compared OMol25 entry of this formula, charge and spin)	155.9	kJ/mol
lowest unoccupied orbital energy	0.0441	Eh
SMILES	C=CC.C=N
E_HOMO	-9.52	eV

Atomic partial charges in e from the natural (NBO) method, atoms 1 to 6: -0.404, -0.170, -0.661, 0.197, 0.187, 0.195



No. 5
One molecule with the formula C4H9N. Source: OMol25; level of theory: wB97M-V/def2-TZVPD.

Structure (XYZ):
```
14
Properties=species:S:1:pos:R:3:forces:R:3
C 0.764 -0.881 -2.094 1.06 -0.54 -0.01
C 0.686 -1.063 -0.568 -0.61 1.40 -0.01
C -0.346 -0.120 0.036 0.23 -0.32 -0.07
C -0.156 0.602 1.145 -0.51 -0.59 -0.36
N -1.058 1.529 1.641 -0.24 0.18 -0.04
H 0.206 -1.660 -2.606 -0.42 0.33 -0.19
H 1.799 -1.022 -2.440 -0.13 -0.10 0.16
H 0.523 0.129 -2.418 -0.46 -0.05 0.03
H 0.414 -2.075 -0.314 0.26 -0.52 0.02
H 1.650 -0.786 -0.153 0.19 -0.34 0.30
H -1.288 -0.077 -0.507 -0.01 0.29 0.02
H 0.715 0.379 1.743 0.31 0.50 0.07
H -0.942 1.975 2.530 0.19 -0.24 0.07
H -2.012 1.473 1.321 0.15 0.02 0.00
```
Positions in Å, forces in eV/Å.

relative energy (zero: lowest compared OMol25 entry of this formula, charge and spin)	50.0	kJ/mol
lowest unoccupied orbital energy	0.0462	Eh
SMILES	CC/C=C/N
E_HOMO	-7.73	eV

Atomic partial charges in e from the natural (NBO) method, atoms 1 to 6: -0.609, -0.420, -0.290, -0.003, -0.829, 0.205



No. 6
One molecule with the formula C4H9N. Source: OMol25; level of theory: wB97M-V/def2-TZVPD.

Structure (XYZ):
```
14
Properties=species:S:1:pos:R:3:forces:R:3
C -0.139 -1.259 1.404 -0.05 2.85 -0.75
C 0.638 -0.091 0.649 0.18 -0.62 0.91
N 0.409 -0.202 -0.810 0.17 -0.94 1.95
C -0.873 0.403 -1.105 -1.92 -0.53 -0.03
C 0.395 1.064 -1.436 1.17 2.70 0.21
H 0.053 -1.167 2.468 0.26 -0.48 0.08
H -1.221 -1.046 1.284 0.48 -0.32 -0.07
H 0.100 -2.187 0.940 0.25 -0.82 0.05
H 0.333 0.908 1.062 -0.36 -0.60 -0.44
H 1.725 -0.059 0.878 -0.47 -0.65 -0.35
H -1.365 -0.101 -1.950 -0.20 0.36 0.64
H -1.541 0.698 -0.201 1.30 -0.23 -1.87
H 0.667 1.897 -0.716 -0.18 -0.68 -1.32
H 0.818 1.142 -2.468 -0.63 -0.04 1.00
```
Positions in Å, forces in eV/Å.

relative energy (zero: lowest compared OMol25 entry of this formula, charge and spin)	152.1	kJ/mol
lowest unoccupied orbital energy	0.0464	Eh
SMILES	CCN1CC1
E_HOMO	-9.35	eV

Atomic partial charges in e from the natural (NBO) method, atoms 1 to 6: -0.615, -0.221, -0.407, -0.280, -0.261, 0.211



No. 7
One molecule with the formula C4H9N. Source: OMol25; level of theory: wB97M-V/def2-TZVPD.

Structure (XYZ):
```
14
Properties=species:S:1:pos:R:3:forces:R:3
C -0.074 2.438 -0.899 -0.71 -0.82 -1.64
C 0.461 1.367 -0.312 -1.99 -0.01 2.22
N 0.365 -0.002 -0.635 -0.23 -0.58 -1.49
C -0.580 -0.884 0.083 1.18 0.95 -0.03
C 0.226 -1.854 0.966 0.09 0.36 0.50
H -0.129 3.455 -0.547 0.38 -0.14 0.65
H -0.701 2.269 -1.769 0.64 0.11 -0.64
H 0.432 1.479 0.773 1.48 0.29 0.41
H 1.016 -0.448 -1.256 0.01 0.33 -0.11
H -1.247 -1.435 -0.588 0.04 0.28 -0.11
H -1.147 -0.087 0.589 -0.36 -1.05 0.56
H 0.840 -1.221 1.632 -0.05 -0.54 -0.23
H 0.875 -2.520 0.379 -0.04 0.55 -0.13
H -0.336 -2.556 1.583 -0.45 0.28 0.05
```
Positions in Å, forces in eV/Å.

relative energy (zero: lowest compared OMol25 entry of this formula, charge and spin)	176.5	kJ/mol
lowest unoccupied orbital energy	0.0449	Eh
SMILES	C=CNCC
E_HOMO	-8.07	eV

Atomic partial charges in e from the natural (NBO) method, atoms 1 to 6: -0.402, -0.011, -0.691, -0.207, -0.626, 0.205



No. 8
A 2-piece molecular cluster, C4H9N overall. Source: OMol25; level of theory: wB97M-V/def2-TZVPD.

Structure (XYZ):
```
14
Properties=species:S:1:pos:R:3:forces:R:3
C -3.211 -2.050 0.658 1.69 2.50 0.65
C -2.434 -0.929 0.568 -2.80 -3.02 -1.39
N -2.293 -0.245 -0.716 1.11 -0.89 1.68
H -3.692 -2.338 -0.207 -0.96 -0.91 -1.78
H -3.484 -2.570 1.553 0.30 0.02 0.48
H -2.068 -0.581 1.497 0.86 1.11 0.35
H -1.467 0.294 -0.530 0.36 0.90 -0.59
H -1.982 -0.909 -1.445 -0.56 0.29 0.60
C 4.039 1.395 -0.598 -3.29 1.37 2.51
C 2.871 1.684 0.133 4.44 -1.21 -3.07
H 4.086 0.461 -1.162 0.48 0.36 0.32
H 4.842 2.157 -0.521 -0.45 -0.85 -0.64
H 2.088 1.008 0.229 -1.26 -1.25 -0.12
H 2.705 2.624 0.539 0.08 1.58 1.00
```
Positions in Å, forces in eV/Å.

relative energy (zero: lowest compared OMol25 entry of this formula, charge and spin)	221.0	kJ/mol
lowest unoccupied orbital energy	0.0300	Eh
SMILES	C=CN.C=C
E_HOMO	-8.71	eV

Atomic partial charges in e from the natural (NBO) method, atoms 1 to 6: -0.468, -0.020, -0.809, 0.180, 0.202, 0.190



Q: Which value of relative energy (zero: lowest compared OMol25 entry of this formula, charge and spin) does entry 5 give?
A: 50.0 kJ/mol



Q: Which value of relative energy (zero: lowest compared OMol25 entry of this formula, charge and spin) does entry 7 give?
A: 176.5 kJ/mol



Q: Among the records above, which one has the lowest relative energy (zero: lowest compared OMol25 entry of this formula, charge and spin)?
A: number 5



Q: The lowest relative energy (zero: lowest compared OMol25 entry of this formula, charge and spin) belongs to which entry?
A: number 5